No. 1
# C7H13N2S

A gas-phase ion, C7H13N2S (charge +1) at a distorted geometry (wB97M-V/def2-TZVPD, the OMol25 dataset).

Values from the calculation:
Electronic energy in eV: -21276.814
SMILES string: C[C@H]([NH3+])[C@@H](N)c1cccs1
HOMO energy in Ha: -0.4535
F_max in eV/Å: 6.54
Kohn-Sham gap in eV: 9.33
Charge: +1

Each line ends with the Mulliken charge.
Positions of all 23 atoms, in Å:
C: 0.0416 1.6419 -1.7242  -1.5557
C: -0.3235 1.0119 -0.4090  -0.1917
N: -0.2984 2.1905 0.5799  -0.3286
C: 0.7117 0.0120 0.1589  0.2137
N: 0.6694 0.1800 1.6992  -0.6299
C: 0.3983 -1.6016 -0.1510  0.3647
C: 0.2977 -2.6308 0.7483  -0.6804
C: -0.0145 -3.7874 0.0352  -0.5193
C: -0.0907 -3.6508 -1.2765  -0.6715
S: 0.3063 -2.0383 -1.7854  -0.0858
H: 0.0210 0.8492 -2.4303  0.3211
H: -0.5869 2.4264 -2.1343  0.4262
H: 1.0032 1.9946 -1.7428  0.5324
H: -1.3341 0.7693 -0.3906  0.4626
H: -1.2471 2.2830 0.8342  0.3590
H: 0.4998 2.7767 0.2916  0.3904
H: 0.1021 1.5988 1.3982  0.3560
H: 1.6297 0.0632 -0.4193  0.3393
H: 0.0637 -0.4828 2.0019  0.2281
H: 1.6340 -0.2224 1.9651  0.3436
H: 0.4013 -2.6165 1.8426  0.3394
H: -0.1222 -4.6619 0.5815  0.4584
H: -0.2156 -4.3216 -2.0404  0.5280

Atoms 1-3, force components in eV/Å:
C -1.819 -1.412 -0.682
C 1.768 2.299 0.206
N 2.408 -3.125 0.223

***

No. 2
# C7H13N2Si

A gas-phase ion, C7H13N2Si (charge +1) at a distorted geometry (wB97M-V/def2-TZVPD, the OMol25 dataset).

Values from the calculation:
Electronic energy in eV: -18319.087
SMILES string: [H]/N=C(/CC[NH3+])C1=CC=C[SiH2]1
HOMO energy in Ha: -0.4536
F_max in eV/Å: 4.57
Kohn-Sham gap in eV: 8.44
Charge: +1

Each line ends with the Mulliken charge.
Positions of all 23 atoms, in Å:
H: 0.1064 2.1869 0.0842  0.1341
N: 0.8011 1.4928 -0.0760  -0.5296
C: 0.4243 0.2441 -0.0647  1.0946
C: 1.3930 -0.8472 -0.0980  -0.6646
C: 2.7791 -0.5516 0.3858  -0.8638
N: 3.2381 0.7006 -0.1082  -0.3088
C: -1.0983 0.0112 0.0173  -0.1678
C: -1.6776 -1.2120 -0.0256  -0.1320
C: -3.1375 -1.2086 -0.0621  -0.5987
C: -3.8274 -0.0394 -0.0047  -0.3716
Si: -2.5656 1.3366 -0.0523  0.0838
H: 1.4230 -1.4024 -1.1013  0.3460
H: 1.0718 -1.7104 0.6069  0.2825
H: 2.7751 -0.4734 1.4662  0.3277
H: 3.4460 -1.4490 0.3050  0.3905
H: 2.1941 1.3323 0.0651  0.4426
H: 3.4013 0.8772 -1.0290  0.2683
H: 4.0638 0.9804 0.3903  0.2828
H: -1.1599 -2.1396 -0.1113  0.3717
H: -3.7196 -2.1477 -0.1055  0.3331
H: -4.9400 -0.1600 -0.2000  0.3734
H: -2.2925 2.0550 -1.4363  -0.0318
H: -2.6986 2.1242 1.1542  -0.0625

Atoms 1-3, force components in eV/Å:
H -0.602 0.487 -0.067
N 2.224 -2.474 0.431
C -3.988 2.200 0.322

***

No. 3
# C7H13N3

C7H13N3 in the gas phase at a distorted geometry (wB97M-V/def2-TZVPD, the OMol25 dataset).

Values from the calculation:
Electronic energy in eV: -11939.499
SMILES string: CNc1c(C)c(C)nn1C
HOMO energy in Ha: -0.2714
F_max in eV/Å: 3.92
Kohn-Sham gap in eV: 8.18

Each line ends with the Mulliken charge.
Positions of all 23 atoms, in Å:
C: -1.0191 -1.2565 2.3316  -0.9816
N: -0.6011 -1.6201 0.9956  -0.2630
C: -0.2107 -0.6427 0.1021  -0.1213
C: 0.5048 0.6746 0.2517  0.5540
C: 0.9261 1.4147 1.4716  -1.2589
C: 0.6805 1.0711 -1.0744  0.4692
C: 1.3612 2.3035 -1.5604  -1.1230
N: 0.1811 0.2017 -1.9430  -1.1245
N: -0.3456 -0.8026 -1.2266  0.8388
C: -1.0232 -1.8626 -1.9176  -0.9936
H: -1.7345 -0.4243 2.3425  0.3402
H: -1.4822 -2.1237 2.7992  0.3677
H: -0.1442 -0.9755 2.9189  0.2608
H: -1.2271 -2.2824 0.5545  0.2728
H: 2.0029 1.3230 1.6270  0.2286
H: 0.6986 2.4746 1.3456  0.3298
H: 0.4224 1.0632 2.3671  0.3500
H: 2.4241 2.2620 -1.3242  0.2466
H: 1.2415 2.3761 -2.6373  0.3544
H: 0.9424 3.1903 -1.0887  0.2939
H: -0.9949 -1.6085 -2.9755  0.3021
H: -0.5342 -2.8273 -1.7644  0.3144
H: -2.0685 -1.9285 -1.5950  0.3425

Atoms 1-3, force components in eV/Å:
C 0.054 0.237 0.133
N -0.300 -0.404 -0.460
C 1.949 3.396 0.163

***

No. 4
# C7H13N3O3S

A molecular structure, C7H13N3O3S at a distorted geometry (wB97M-V/def2-TZVPD, the OMol25 dataset).

Values from the calculation:
Electronic energy in eV: -28912.174
HOMO energy in Ha: -0.3010
F_max in eV/Å: 5.51
Kohn-Sham gap in eV: 8.85

Each line ends with the Mulliken charge.
Positions of all 27 atoms, in Å:
C: 0.2944 0.3776 -2.0003  -0.2051
C: 2.5254 -1.7234 0.1939  0.0444
C: -0.6267 1.3772 -0.2344  -0.8281
C: -2.0639 0.0757 -1.8442  -0.7073
C: -1.7925 0.3590 -0.3473  -0.0077
C: -1.4610 -0.7873 1.7075  -0.7788
C: 1.4221 -2.1488 0.3101  -0.7092
N: 0.5493 1.0431 -0.9861  -0.0478
N: 3.7863 -1.3121 0.0922  -0.3843
N: 2.3232 1.4827 1.4354  -0.4520
O: 3.4343 1.3687 -0.7728  -0.6074
O: -0.7715 -0.1476 -2.5140  -0.4090
O: -1.6498 -0.8702 0.2791  -0.3394
S: 2.4279 2.0288 0.0480  0.6074
H: 1.1292 0.2999 -2.6446  0.4356
H: -0.9396 2.2544 -0.7094  0.4135
H: -0.3813 1.5411 0.8570  0.4672
H: -2.5619 -0.8706 -1.8295  0.3340
H: -2.4486 0.7640 -2.5074  0.4091
H: -2.6943 0.7094 0.1128  0.4574
H: -0.6774 -0.1479 1.8121  0.3386
H: -1.3828 -1.8030 1.8664  0.3663
H: -2.3872 -0.2610 2.2226  0.2274
H: 0.3898 -2.3120 0.2731  0.5973
H: 3.9797 -0.3879 -0.1185  0.2694
H: 2.8204 0.7014 1.8633  0.2926
H: 4.5036 -2.0252 0.5348  0.2158

Atoms 1-3, force components in eV/Å:
C 2.322 -0.208 -1.761
C 1.277 0.485 -0.095
C -0.352 -1.291 2.359

***

No. 5
# C7H13N3OSi

2 unconnected molecules or ions with the total composition C7H13N3OSi at a distorted geometry (wB97M-V/def2-TZVPD, the OMol25 dataset).

Values from the calculation:
Electronic energy in eV: -21861.302
HOMO energy (alpha / beta) in Ha: -0.3097 / -0.3097
F_max in eV/Å: 5.87
Kohn-Sham gap (alpha / beta) in eV: 7.78 / 7.78

Each line ends with the Mulliken charge.
Positions of all 25 atoms, in Å:
C: 3.6423 -0.2398 -0.1446  -0.6490
C: 2.8592 0.5953 0.6108  -0.1442
C: 2.9373 -1.4015 -0.1865  -0.0472
C: 0.8223 -2.0866 0.5808  0.5142
C: -3.5101 0.3428 -0.0652  -1.2684
C: -1.0089 2.0208 0.5367  -1.0331
C: -0.6870 -0.1638 -1.6599  -0.9515
N: 1.7533 0.0432 0.9557  -0.6688
N: 1.8264 -1.2740 0.5165  0.4021
N: -1.2799 -0.9204 1.1120  -0.5101
O: 0.6752 -3.2294 0.4181  -0.3755
Si: -1.6199 0.3177 0.0312  0.4766
H: 4.6231 -0.0403 -0.6503  0.3324
H: 3.0282 1.6383 0.7641  0.4435
H: 3.3341 -2.3559 -0.6260  0.3491
H: -3.9527 -0.3141 0.5780  0.3962
H: -3.9628 1.2812 0.2644  0.3507
H: -3.8484 0.1809 -1.0977  0.3087
H: -1.7962 2.7173 0.0849  0.2983
H: -1.1358 2.3058 1.5710  0.3771
H: -0.0299 2.3822 0.1986  0.2871
H: -1.4840 -0.6214 -2.2725  0.3366
H: -0.3874 0.6439 -2.2630  0.4048
H: 0.1565 -0.8804 -1.4212  0.0992
H: -0.9551 -0.9418 2.1642  0.2711

Atoms 1-3, force components in eV/Å:
C 2.229 -1.348 -1.750
C -0.443 1.359 -0.156
C 4.154 -2.419 -2.170

***

No. 6
# C7H13NNiOP

A molecular structure, C7H13NNiOP at a distorted geometry (wB97M-V/def2-TZVPD, the OMol25 dataset).

Values from the calculation:
Electronic energy in eV: -61335.892
HOMO energy (alpha / beta) in Ha: -0.0332 / -0.0970
Multiplicity: 3
F_max in eV/Å: 1.76
Expectation value of S²: 2.01
Kohn-Sham gap (alpha / beta) in eV: 4.19 / 5.48
Charge: -1

Each line ends with the Löwdin spin population.
Positions of all 24 atoms, in Å:
C: -1.8269 -1.3529 -1.5643  0.0044
C: -1.1517 -2.5907 -1.7718  0.0001
C: -0.0772 -2.3620 -2.6891  0.0028
C: -0.0407 -0.9654 -2.9908  0.0011
C: -1.1312 -0.3377 -2.3288  0.0043
Ni: -0.5828 1.1370 1.5168  1.1082
P: -2.2609 0.2839 2.4347  0.1665
H: -2.7079 -1.1948 -0.9486  0.0004
H: -1.3992 -3.5482 -1.3213  0.0000
H: 0.5926 -3.1169 -3.0932  0.0002
H: -1.3906 0.7180 -2.3705  0.0002
H: 0.6673 -0.4795 -3.6599  0.0001
H: -1.9687 -0.6801 3.4612  0.0205
H: -3.2192 -0.4705 1.6631  0.0329
H: -3.1685 1.1281 3.1714  0.0186
C: 2.6669 2.2048 1.9051  0.0777
C: 1.6109 1.6631 0.9996  0.2092
N: 1.8579 0.4355 0.4453  0.1106
O: 0.6098 2.3314 0.5871  0.1753
H: 3.6590 1.9755 1.4904  0.0183
H: 2.6058 1.7659 2.9147  0.0244
H: 2.5458 3.2903 1.9754  0.0055
H: 1.3368 0.1475 -0.3818  0.0060
H: 2.7727 0.0180 0.5549  0.0125

Atoms 1-3, force components in eV/Å:
C 1.099 0.317 -0.631
C 0.290 0.740 -0.657
C -0.471 0.646 0.633

***

No. 7
# C7H13NO

2 unconnected molecules or ions with the total composition C7H13NO at a distorted geometry (wB97M-V/def2-TZVPD, the OMol25 dataset).

Values from the calculation:
Electronic energy in eV: -11005.182
SMILES string: CC[C@@]1(C#N)C[C@H]1C.O
HOMO energy in Ha: -0.3541
F_max in eV/Å: 5.39
Kohn-Sham gap in eV: 10.38

Each line ends with the Mulliken charge.
Positions of all 22 atoms, in Å:
C: -0.6487 -3.0105 -1.4829  -1.1625
C: -1.4167 -2.0430 -0.5895  -0.6473
C: -1.4744 -0.6270 -1.1487  1.3008
C: -0.1996 0.0815 -1.1112  -0.0694
N: 0.7446 0.6399 -1.5825  -0.7598
C: -2.4028 -0.3292 -2.3111  -0.9127
C: -2.7119 0.2515 -0.9692  0.0581
C: -3.8944 -0.1968 -0.1457  -1.4898
H: -1.1125 -3.0693 -2.4782  0.3097
H: 0.3979 -2.6989 -1.6136  0.3229
H: -0.6470 -4.0183 -1.0456  0.3690
H: -2.4452 -2.4046 -0.4654  0.2415
H: -0.9787 -2.0260 0.4210  0.3782
H: -2.0475 0.3279 -3.1038  0.3017
H: -3.0042 -1.1768 -2.6464  0.2788
H: -2.4798 1.3139 -0.8646  0.4776
H: -4.2359 -1.2030 -0.4202  0.3115
H: -3.6566 -0.1942 0.9275  0.3208
H: -4.7350 0.4934 -0.3060  0.4085
O: 0.7198 1.1795 0.8719  -0.7541
H: 1.3039 1.3967 -0.0908  0.4156
H: -0.1312 1.6254 0.9244  0.3007

Atoms 1-3, force components in eV/Å:
C 0.167 -0.099 -0.134
C -0.240 -0.046 0.297
C 0.011 -0.105 1.063

***

No. 8
# C7H13NO2

A molecular structure, C7H13NO2 at a distorted geometry (wB97M-V/def2-TZVPD, the OMol25 dataset).

Values from the calculation:
Electronic energy in eV: -13051.294
HOMO energy in Ha: -0.2801
F_max in eV/Å: 3.27
Kohn-Sham gap in eV: 7.14

Each line ends with the Mulliken charge.
Positions of all 23 atoms, in Å:
C: -1.7410 -0.5658 -0.5941  0.0031
C: -0.8195 -0.9229 -1.6040  -1.0291
C: -0.6348 -0.2553 1.1488  0.6066
N: -2.5090 0.6048 -0.7234  -0.5967
O: -0.0290 -1.5097 1.2967  -0.4356
O: -1.4432 0.1171 1.9986  -0.6830
H: -0.4809 -1.9409 2.0364  0.3496
H: -2.2898 -1.3775 -0.1300  0.4267
H: -2.0121 1.3615 -1.1759  0.2673
H: -2.8485 0.9239 0.1768  0.3335
H: 0.4341 -0.3611 -1.1794  -0.2403
H: -0.8718 -0.3862 -2.5453  0.3770
H: -0.6329 -1.9815 -1.7262  0.2660
C: 2.5103 -0.5358 -0.1619  -1.1680
C: 1.3316 0.3610 -0.4481  0.0388
C: 0.5179 1.9397 1.2846  -1.0552
C: 0.4975 0.7636 0.6640  0.3434
H: 1.5311 1.1467 -1.1747  0.5351
H: 3.2656 0.0285 0.3958  0.3279
H: 2.9787 -0.8835 -1.0823  0.3506
H: 2.2145 -1.3812 0.4562  0.3006
H: 1.2259 2.7118 1.0148  0.3485
H: -0.1947 2.1429 2.0727  0.3333

Atoms 1-3, force components in eV/Å:
C -0.255 -0.260 -2.433
C -2.034 -0.055 0.918
C 1.799 0.651 2.652